{
  "formula": "C19H56O17",
  "method": "ωB97M-V/def2-TZVPD",
  "symbols": ["C", "C", "O", "H", "C", "H", "H", "C", "C", "H", "H", "H", "H", "O", "O", "H", "C", "C", "H", "C", "H", "C", "H", "O", "H", "O", "H", "H", "C", "C", "H", "C", "H", "H", "H", "H", "H", "H", "C", "H", "C", "O", "H", "O", "O", "H", "O", "H", "H", "C", "O", "C", "H", "H", "H", "O", "H", "H", "H", "H", "H", "H", "C", "H", "H", "O", "O", "H", "H", "O", "H", "H", "H", "H", "O", "H", "H", "H", "H", "C", "H", "O", "H", "H", "H", "H", "H", "H", "H", "H", "C", "O"],
  "positions_angstrom": [[3.79216, -3.79398, -4.13738], [5.37958, -2.29040, -2.71987], [-0.04956, 5.18954, 1.86191], [-0.72831, -2.60648, -3.16399], [-1.94857, 4.40911, 2.89001], [-3.08944, -0.04093, 4.32380], [2.14585, -2.60823, 1.02399], [-2.60547, 0.56014, 3.55400], [-1.05339, 4.22610, 1.63633], [4.08753, -3.89161, -2.00679], [-1.89247, -0.06888, 3.02102], [0.76455, -0.07554, -0.77383], [-1.00043, 0.06029, -0.76279], [-1.57045, 5.68968, 3.29509], [-1.41551, 3.26282, -1.53382], [2.89282, -4.50729, 0.27067], [-0.26844, -2.36923, -4.12333], [-4.32796, 2.90291, -0.11703], [-2.44773, -4.55075, 1.90102], [-0.45055, -2.68934, 4.47108], [-1.94516, 5.24275, -2.14470], [2.74506, -3.27348, 1.64568], [-0.18694, -1.47814, -1.02985], [3.11236, -2.19089, -2.60511], [2.73159, -4.03031, -4.05120], [-3.72164, -0.67962, -0.32169], [2.26058, 2.58100, -3.70079], [-2.34659, -3.89418, 0.28318], [-3.34376, -1.35402, -1.51546], [-0.15816, -0.55630, -0.44892], [-0.74680, -3.45283, 3.75176], [-1.10487, 4.57066, -1.97065], [4.47224, -4.62424, -4.32781], [3.66536, -0.43572, 2.37423], [1.92052, 1.67546, -1.71795], [-0.46602, 5.01719, -1.20869], [-0.58736, 4.46770, -2.92443], [2.02887, -3.86908, 2.21176], [2.93683, 0.27430, 1.98280], [-0.60383, 2.79306, -1.73904], [-0.47536, 6.10243, 2.79651], [-3.69730, 0.89076, 2.73212], [6.14202, -2.77126, -2.10704], [-0.25624, -0.76559, 0.97118], [3.52812, -4.01142, 0.79232], [-4.00112, 3.43657, 0.77543], [-3.44370, 1.94442, -0.66361], [0.98379, -3.95477, 4.83876], [1.24147, 1.14652, -3.83696], [3.59557, -1.07006, -2.14591], [2.93263, -0.16041, -1.74678], [1.28047, 2.16882, -3.46082], [-1.26447, 2.13282, 1.38725], [0.70798, -1.96685, -3.85357], [1.62609, 0.03121, 3.51674], [4.92692, -1.12762, -2.08174], [-1.01387, -1.51941, -5.72254], [3.38738, 1.26662, 2.00267], [0.57648, -0.50727, 1.37299], [-4.04479, 1.74432, 3.00095], [-3.47340, 0.24730, -0.34983], [-4.21665, -1.68769, -2.07655], [-0.44095, 2.83771, 1.50146], [-0.94147, -3.99161, 1.25819], [-1.58099, -1.84952, 1.24594], [0.64409, -3.14829, 5.23346], [1.64195, 0.22520, 2.57668], [0.21290, 2.71783, 0.63762], [0.24083, 2.67549, 2.33630], [-1.10610, -1.42562, -4.77160], [-5.22388, 2.39339, 0.23769], [0.41460, 2.68833, -3.87128], [-2.58647, -2.09170, -1.25005], [-1.34456, -2.51557, 5.06995], [1.15753, 2.17257, -2.02180], [-0.14120, -3.26427, -4.73228], [-2.76489, -0.62552, -2.08317], [-1.59756, 4.49898, 0.73217], [5.72256, -2.04724, -3.72552], [4.11340, -3.13620, -2.79215], [2.98514, -0.04783, 0.94261], [0.14530, 7.10521, 3.16060], [3.82502, -3.09306, -4.97149], [3.31976, -2.70863, 2.37968], [-2.67823, 2.43934, -0.96478], [-3.00540, 4.29836, 2.64722], [-2.10295, 1.43770, 3.96077], [-0.22513, -1.76978, 3.93100], [-1.75194, 3.67002, 3.66665], [-4.63301, 3.56056, -0.93099], [-2.00352, -3.75140, 1.30789], [-2.21373, -2.41533, 1.69437]],
  "lowdin_charge": [-0.0060, -0.0795, 0.0781, 0.0662, -0.0734, 0.0824, 0.0759, -0.1544, -0.3154, 0.1462, 0.0583, 0.0525, 0.0734, 0.1098, -0.1406, 0.0809, -0.1564, -0.1260, 0.0775, -0.1554, 0.0913, -0.1815, 0.0711, 0.0979, 0.0826, -0.1376, 0.0881, 0.0627, -0.1539, -0.0919, 0.0653, -0.1072, 0.0924, 0.0710, 0.0430, 0.0851, 0.0751, 0.0780, -0.1256, 0.0411, -0.5565, -0.1091, 0.1446, -0.1351, -0.0985, 0.0553, -0.1374, 0.0653, 0.0745, -0.5687, 0.1373, -0.0991, 0.0865, 0.0556, 0.1015, 0.0973, 0.0712, 0.0862, 0.0205, 0.0650, 0.0050, 0.0813, -0.0021, 0.0592, 0.0100, -0.1184, -0.1194, 0.0754, 0.0900, -0.1146, 0.0873, 0.0752, 0.0458, 0.0837, -0.1531, 0.0798, 0.0666, 0.1277, 0.1385, -0.3239, 0.0649, 0.1150, 0.0903, 0.0816, 0.0104, 0.1213, 0.0629, 0.0586, 0.1229, 0.0858, -0.1801, -0.1251],
  "charge": 0,
  "total_energy_ha": -2036.405457,
  "homo_lumo_gap_ev": 8.7578,
  "e_homo_ev": -8.7,
  "spin_multiplicity": 1,
  "relative_energy_kj_mol": 144.9
}